Molecular formula: C43H41Cl5CoN4O3P2SSe2SiTe
Method: DFT, ωB97M-V with the def2-TZVPD basis set

The geometry in XYZ format:
```
104
Properties=species:S:1:pos:R:3:forces:R:3:lowdin_spin:R:1
Co -0.5984 -1.9456 0.9703 0.859 0.516 0.880 1.286
Cl -3.0441 -1.3498 3.7618 0.068 -0.155 0.012 -0.003
C -2.2002 -2.8765 3.5797 -0.294 0.396 0.481 -0.013
C -1.1090 -2.9169 2.7304 -0.052 -0.620 -1.172 -0.029
C -0.4387 -4.1408 2.7240 0.241 -0.349 0.080 -0.004
Cl 0.9514 -4.3262 1.6529 -0.328 -0.099 0.212 0.017
C -0.8046 -5.2510 3.4843 0.133 0.165 -0.092 0.001
Cl 0.1043 -6.7235 3.4323 -0.073 0.059 0.011 0.002
C -1.9338 -5.1597 4.2927 -0.043 0.028 0.016 -0.008
Cl -2.4448 -6.5169 5.2303 -0.003 -0.011 0.017 -0.002
C -2.6414 -3.9600 4.3445 0.141 0.082 -0.041 0.000
Cl -4.0387 -3.8404 5.3531 0.000 0.022 -0.003 0.000
Se -1.7518 -0.2280 -5.1381 0.074 0.054 0.109 0.000
P -0.9921 1.1907 -3.7578 -0.145 -0.185 0.041 0.000
C -1.9125 2.7562 -3.9034 0.001 0.036 -0.005 0.000
C -3.2642 2.8002 -3.5540 0.036 -0.059 -0.026 0.000
C -3.9899 3.9624 -3.7396 0.025 0.042 -0.009 0.000
C -3.3860 5.0893 -4.2896 -0.033 -0.007 0.024 0.000
C -2.0537 5.0451 -4.6597 0.026 -0.098 0.037 0.000
C -1.3188 3.8792 -4.4649 -0.028 0.092 -0.027 0.000
C 0.7335 1.6542 -4.0632 0.109 0.049 -0.095 0.000
C 1.3758 2.5335 -3.1916 0.002 -0.046 0.048 0.000
C 2.6567 2.9773 -3.4737 0.019 -0.073 0.000 0.000
C 3.3115 2.5259 -4.6144 0.028 -0.014 0.054 0.000
C 2.6833 1.6380 -5.4737 -0.064 -0.018 0.004 0.000
C 1.3886 1.2091 -5.2037 0.053 0.065 0.000 0.000
C -1.0606 0.7441 -2.0233 -0.151 0.295 -0.085 0.000
C -0.4452 -0.2166 -1.2257 0.234 -0.240 0.018 -0.006
N -1.0748 -0.1494 -0.0292 -0.121 0.138 0.023 -0.003
N -2.0025 0.7935 -0.0700 0.088 -0.019 -0.062 -0.001
N -2.0090 1.3494 -1.2643 0.039 -0.150 0.120 -0.005
P 0.7635 -1.5706 -1.0543 -0.416 0.183 -0.370 -0.002
Se 1.8551 -0.9145 2.3459 -0.294 0.107 -0.132 0.000
C 0.6876 -2.6757 -2.5037 0.080 -0.077 0.020 0.002
C 0.9451 -2.2916 -3.8159 -0.013 0.012 -0.045 0.001
C 0.8536 -3.2130 -4.8488 -0.008 0.013 0.067 0.000
C 0.5186 -4.5330 -4.5755 -0.018 -0.017 0.022 0.000
C 0.2761 -4.9333 -3.2678 0.034 0.084 -0.048 0.000
C 0.3645 -4.0056 -2.2395 0.009 -0.038 0.004 0.000
C 2.4107 -0.7840 -1.2517 -0.155 0.117 0.016 0.002
C 3.4672 -1.4352 -1.8808 0.164 -0.126 0.104 0.001
C 4.7440 -0.8824 -1.8769 -0.113 -0.037 -0.004 0.000
C 4.9804 0.3225 -1.2330 -0.046 0.056 -0.036 0.001
C 3.9282 0.9888 -0.6178 -0.043 0.013 -0.071 0.000
C 2.6515 0.4490 -0.6436 0.087 -0.055 -0.016 0.001
H -3.7388 1.9262 -3.1307 0.031 0.010 0.005 0.000
H -5.0320 3.9929 -3.4473 0.008 0.000 -0.004 0.000
H -3.9562 6.0008 -4.4228 -0.010 -0.014 -0.011 0.000
H -1.5761 5.9139 -5.0949 0.003 0.001 0.005 0.000
H -0.2785 3.8565 -4.7586 0.014 0.010 -0.008 0.000
H 0.8675 2.8741 -2.2960 -0.008 -0.012 -0.012 0.000
H 3.1489 3.6637 -2.7973 0.014 -0.008 0.013 0.000
H 4.3214 2.8582 -4.8220 -0.010 0.013 -0.007 0.000
H 3.1950 1.2818 -6.3593 0.003 -0.002 0.011 0.000
H 0.8642 0.5349 -5.8716 0.016 -0.006 -0.004 0.000
H 1.2082 -1.2658 -4.0401 -0.007 0.022 0.024 0.000
H 1.0204 -2.8896 -5.8690 0.004 -0.012 0.007 0.000
H 0.4391 -5.2501 -5.3841 0.000 0.011 -0.001 0.000
H 0.0076 -5.9589 -3.0473 0.009 -0.002 -0.003 0.000
H 0.1681 -4.3058 -1.2169 -0.010 0.023 0.004 -0.001
H 3.3034 -2.3945 -2.3568 0.000 0.027 -0.028 0.000
H 5.5540 -1.4030 -2.3734 -0.003 -0.009 0.011 0.000
H 5.9769 0.7474 -1.2192 -0.008 -0.009 0.016 0.000
H 4.0952 1.9337 -0.1152 0.012 -0.007 -0.009 0.000
H 1.8369 0.9813 -0.1752 -0.090 0.025 0.097 0.000
C 1.0461 -2.6072 5.2943 0.003 -0.032 0.010 0.000
Te 0.4880 -0.7696 4.3525 -0.226 -0.066 -0.077 -0.001
C 1.7807 0.3305 5.6092 0.051 0.099 0.020 0.000
H 1.6110 -2.3783 6.1965 0.011 -0.021 -0.008 0.000
H 1.6572 -3.1562 4.5821 0.012 -0.022 0.028 0.000
H 0.1468 -3.1708 5.5411 0.018 0.005 -0.018 0.000
H 2.7851 -0.0305 5.4012 0.055 0.080 0.085 0.000
H 1.4927 0.1586 6.6457 0.022 -0.021 -0.007 0.000
H 1.6801 1.3855 5.3657 0.061 -0.002 0.004 0.000
C -2.7368 -2.3684 -1.7703 -0.102 0.013 -0.236 -0.030
Si -2.4590 -2.8671 0.0197 0.466 0.097 0.145 -0.148
C -2.4983 -4.7514 0.1298 -0.024 -0.321 -0.007 -0.028
C -4.0676 -2.3384 0.8153 -0.383 0.073 0.075 -0.019
H -3.6058 -2.9188 -2.1522 0.018 0.053 -0.025 -0.005
H -1.9057 -2.5439 -2.4521 -0.034 -0.014 -0.016 0.000
H -2.9714 -1.3001 -1.8158 -0.039 -0.057 -0.030 0.000
H -3.2976 -5.1434 -0.5104 0.026 -0.031 0.039 -0.005
H -2.7113 -5.0575 1.1601 -0.004 -0.001 -0.043 0.000
H -1.5614 -5.2330 -0.1634 -0.041 0.008 -0.007 0.000
H -4.8855 -2.7041 0.1811 -0.002 0.041 0.036 -0.004
H -4.1401 -1.2494 0.8735 -0.010 -0.036 -0.004 0.000
H -4.2142 -2.7424 1.8175 -0.035 -0.018 -0.070 0.000
N -0.5438 1.8211 2.8918 0.060 0.262 -0.120 0.000
C -0.0406 2.9885 3.5164 -0.040 -0.200 -0.092 0.000
C -0.8873 3.9246 4.0996 -0.037 0.018 0.101 0.000
C -0.3681 5.0084 4.7958 0.070 0.074 0.065 0.000
C 1.0043 5.1927 4.9236 -0.153 -0.350 -0.248 0.000
C 1.8470 4.2712 4.3098 0.026 0.091 0.114 0.000
C 1.3363 3.1796 3.6222 0.048 0.055 -0.118 0.000
S 1.6632 6.5545 5.8782 0.049 0.058 -0.006 0.000
O 0.6907 7.6236 5.6936 -0.011 0.064 0.010 0.000
O 2.9703 6.8134 5.2874 0.010 0.023 -0.017 0.000
O 1.7280 6.0478 7.2433 -0.015 -0.042 0.059 0.000
H -0.0107 1.5497 2.0738 0.070 -0.127 0.078 0.000
H -1.5136 1.8908 2.6078 0.006 0.008 0.070 0.000
H -1.9610 3.7986 4.0057 0.001 0.015 0.015 0.000
H -1.0291 5.7402 5.2428 -0.004 0.001 -0.003 0.000
H 2.9169 4.4225 4.3813 -0.005 0.014 -0.006 0.000
H 2.0029 2.4622 3.1505 0.001 0.017 0.020 0.000
```
Positions in Å, forces in eV/Å.

Its multiplicity is 2. The calculation puts the frontier orbital gap (spin up / spin down) at 6.83 / 6.69 eV. For the LUMO energy (spin up / spin down), the calculation gives 3.325 / 3.326 eV. The HOMO energy (spin up / spin down) is -3.51 / -3.37 eV. For the energy above the lowest of the compared OMol25 structures with the same formula, charge and spin, the calculation gives 1.9 kcal/mol. Its net charge is -2.



Molecular formula: C25H26F4N2O3
Method: DFT, ωB97M-V with the def2-TZVPD basis set

The geometry in XYZ format:
```
60
Properties=species:S:1:pos:R:3:forces:R:3:lowdin_charge:R:1
H 1.0434 -3.5900 0.4306 -0.057 0.724 0.306 0.051
N 0.8494 -2.6115 0.7350 -3.170 -0.064 -0.597 0.103
C -0.4512 -2.3947 0.6127 2.677 -0.582 1.212 -0.337
C -0.9700 -0.9693 1.0699 0.539 0.033 -0.040 -0.067
C -1.3293 -3.6039 0.0652 0.584 0.577 -0.716 -0.109
N -2.7087 -3.7253 0.5629 -0.452 -0.141 0.427 -0.089
C -3.7239 -2.8978 -0.1051 -2.871 1.800 1.931 -0.082
C -4.4173 -1.8291 1.0332 -3.275 0.071 -1.173 -0.174
C -5.9700 -1.3438 0.6377 0.371 -3.209 4.281 -0.002
O -5.5808 -2.3790 1.8023 3.548 1.624 -1.711 -0.205
C -2.8630 -3.9044 1.9796 1.073 1.197 3.365 -0.370
O -2.3701 -3.2454 2.9043 -1.022 -1.770 -3.501 0.117
O -3.6710 -5.0414 2.3812 0.845 1.185 -2.857 0.060
F -3.3944 -5.2852 3.6982 -0.035 -0.034 1.043 -0.011
H -1.6625 -0.5324 0.2832 0.633 -0.518 1.122 0.073
H -0.0579 -0.2736 1.1471 -1.286 -1.231 -0.290 0.088
H -1.4310 -0.9629 2.1215 0.421 -0.383 -1.725 0.082
H -0.7748 -4.5926 0.2125 -0.659 1.450 0.049 0.138
H -1.3935 -3.4657 -1.0771 -0.072 -0.215 1.687 0.144
H -3.3531 -2.2504 -0.9576 -0.011 -1.041 1.127 0.130
H -4.6528 -3.4852 -0.4452 1.583 0.627 0.377 0.133
H -3.7077 -1.0251 1.5446 -1.814 -1.922 -0.983 0.144
H -6.7102 -2.1165 0.2579 1.246 1.609 -1.186 0.105
H -6.5192 -0.6368 1.3401 1.204 0.056 -1.711 0.099
F 0.1173 -0.7660 -1.4080 -0.134 0.266 -0.289 0.031
C 1.0210 -0.9817 -2.3804 0.614 -0.142 -0.684 -0.283
C 0.6623 -0.7700 -3.7020 -0.185 -0.031 0.001 -0.030
C 1.5993 -0.9874 -4.7074 0.143 -0.168 0.300 -0.093
C 2.8796 -1.4243 -4.3791 -0.022 -0.006 -0.068 -0.097
C 3.2264 -1.6383 -3.0480 -0.287 0.124 -0.191 -0.078
C 2.2940 -1.4104 -2.0416 0.101 -0.021 0.286 -0.018
H -0.3419 -0.4374 -3.9385 0.048 0.021 0.035 0.117
H 1.3325 -0.8170 -5.7445 -0.011 0.009 0.114 0.107
H 3.6087 -1.5977 -5.1638 -0.071 0.023 0.077 0.101
H 4.2231 -1.9823 -2.7945 -0.099 0.051 0.019 0.105
H 2.5487 -1.5628 -0.9995 -0.110 0.022 -0.020 0.102
F 2.0546 1.9582 -4.1737 0.017 -0.004 -0.149 0.063
C 2.2950 2.8209 -3.1753 0.122 0.461 0.575 -0.283
C 1.3425 2.9910 -2.1839 -0.131 -0.126 -0.039 -0.008
C 1.5900 3.8793 -1.1438 0.227 0.089 -0.140 -0.077
C 2.7839 4.5961 -1.1129 0.001 -0.022 0.001 -0.100
C 3.7316 4.4209 -2.1176 -0.263 -0.114 0.093 -0.084
C 3.4888 3.5238 -3.1524 0.108 -0.038 -0.144 -0.018
H 0.4161 2.4303 -2.2291 0.062 -0.010 -0.015 0.116
H 0.8540 4.0133 -0.3590 0.120 -0.035 -0.213 0.084
H 2.9750 5.2929 -0.3029 -0.016 -0.044 -0.087 0.099
H 4.6590 4.9827 -2.0945 -0.070 -0.078 -0.029 0.104
H 4.2186 3.3676 -3.9379 -0.068 -0.013 0.013 0.116
F -0.1927 3.6982 1.4828 -0.200 0.070 -0.030 0.045
C 0.4117 3.1952 2.5736 0.407 -0.348 0.728 -0.285
C 1.7887 3.2911 2.6933 0.061 0.122 -0.176 -0.013
C 2.4127 2.7749 3.8238 -0.334 -0.083 0.070 -0.077
C 1.6538 2.1596 4.8159 0.054 -0.001 0.020 -0.094
C 0.2720 2.0649 4.6819 0.232 0.109 -0.146 -0.081
C -0.3541 2.5905 3.5570 -0.194 0.001 -0.095 -0.021
H 2.3636 3.7660 1.9069 -0.051 -0.028 0.016 0.104
H 3.4890 2.8512 3.9316 -0.099 -0.003 -0.054 0.106
H 2.1421 1.7533 5.6954 -0.057 0.035 -0.091 0.102
H -0.3173 1.5817 5.4534 0.026 0.060 -0.091 0.106
H -1.4299 2.5336 3.4400 0.054 0.011 -0.034 0.116
```
Positions in Å, forces in eV/Å.

The calculation puts the frontier orbital gap at 9.76 eV. For the LUMO energy, the calculation gives 0.578 eV. Its SMILES is [H]/N=C(/C)CN(C[C@H]1CO1)C(=O)OF.Fc1ccccc1.Fc1ccccc1.Fc1ccccc1. The HOMO energy is -9.18 eV. Its net charge is 0.



Molecular formula: C4H8N2O
Method: DFT, ωB97M-V with the def2-TZVPD basis set

The geometry in XYZ format:
```
15
Properties=species:S:1:pos:R:3:forces:R:3:lowdin_charge:R:1
N 1.6749 0.0339 -1.2835 0.328 -0.333 0.248 0.163
C 1.7492 -0.6164 -0.0858 0.085 -0.063 -0.019 -0.529
O 2.6634 -1.3465 0.2591 -0.291 0.311 -0.309 0.031
C 0.5578 -0.3683 0.8400 0.109 0.045 -0.030 -0.118
N -0.3999 0.4815 0.1701 0.032 0.145 0.044 -0.171
C -1.6925 0.8068 0.7242 0.123 -0.253 0.149 -0.129
C -1.5764 -0.0425 -0.4938 -0.027 -0.207 0.085 -0.130
H 2.4607 -0.0348 -1.9095 -0.085 -0.001 0.062 0.109
H 0.9259 0.6896 -1.4520 0.210 -0.110 0.147 0.088
H 0.2103 -1.3557 1.1915 -0.160 0.255 -0.155 0.133
H 0.9443 0.1709 1.7141 -0.048 -0.135 -0.140 0.135
H -1.9934 0.3882 1.6857 0.058 -0.052 -0.306 0.111
H -1.9502 1.8334 0.5357 -0.289 0.277 0.330 0.096
H -1.8007 -1.1150 -0.4753 0.131 0.407 0.190 0.115
H -1.7733 0.4750 -1.4204 -0.177 -0.287 -0.296 0.095
```
Positions in Å, forces in eV/Å.

The calculation puts the frontier orbital gap at 10.29 eV. For the LUMO energy, the calculation gives 0.980 eV. Its SMILES is NC(=O)CN1CC1. The HOMO energy is -9.31 eV. For the energy above the lowest of the compared OMol25 structures with the same formula, charge and spin, the calculation gives 41.2 kcal/mol. Its net charge is 0.